Record 1
Computed, not measured: one molecule with the formula C4H7NO2, with ωB97M-V with the def2-TZVPD basis set.

Last column: natural (NBO) charge in e.
Geometry (Å):
O (2.0769, 1.4817, -0.1124)  -0.608
N (1.9168, 0.0912, -0.4207)  -0.131
C (0.6786, -0.1681, -0.4276)  0.235
C (-0.0913, -1.4507, -0.6321)  -0.455
C (-1.2531, -0.7781, 0.1524)  -0.410
C (-0.5523, 0.5931, 0.0341)  0.039
O (-0.4598, 1.2863, 1.2508)  -0.705
H (2.3030, 1.4743, 0.8261)  0.467
H (0.3496, -2.3535, -0.2027)  0.233
H (-0.3275, -1.6364, -1.6849)  0.228
H (-1.2732, -1.0844, 1.2014)  0.224
H (-2.2553, -0.8509, -0.2739)  0.214
H (-0.9680, 1.2190, -0.7671)  0.186
H (-0.1444, 2.1766, 1.0565)  0.480

Output
Max |F|   0.6 eV Å⁻¹
Energy above the lowest of the compared OMol25 structures with the same formula, charge and spin   81.3 kcal/mol
LUMO level   0.716 eV
Frontier orbital gap   10.3 eV
Structure (SMILES)   O/N=C1/CC[C@H]1O

---

Record 2
Computed, not measured: one molecule with the formula C4H6O2, with ωB97M-V with the def2-TZVPD basis set.

Last column: natural (NBO) charge in e.
Geometry (Å):
O (2.1953, 0.1928, -0.0161)  -0.690
C (0.8851, 0.4433, 0.3681)  0.088
C (-0.1826, 0.6475, -0.6870)  -0.307
C (-1.4368, 0.6217, 0.1300)  -0.422
C (-0.1583, -0.5928, 0.1424)  0.233
O (-0.2143, -1.9276, -0.1050)  -0.672
H (2.1880, -0.3803, -0.7945)  0.470
H (0.8967, 1.0443, 1.2734)  0.172
H (-0.0370, 0.8813, -1.7249)  0.226
H (-1.5191, 1.2152, 1.0232)  0.199
H (-2.3362, 0.2717, -0.3388)  0.214
H (-0.2807, -2.4170, 0.7293)  0.487

Output
Max |F|   3.9 eV Å⁻¹
Energy above the lowest of the compared OMol25 structures with the same formula, charge and spin   84.4 kcal/mol
LUMO level   0.764 eV
Frontier orbital gap   9.6 eV
Structure (SMILES)   O[C@H]1[C@@H]2C[C@]12O

---

Record 3
Computed, not measured: one molecule with the formula C5H11NO2, with ωB97M-V with the def2-TZVPD basis set.

Last column: natural (NBO) charge in e.
Geometry (Å):
C (1.0041, 1.1946, 1.3884)  -0.626
C (0.3581, 0.1731, 0.3983)  -0.046
C (-1.0421, 0.7065, -0.0797)  -0.444
C (-1.8516, -0.3940, -0.7456)  -0.072
O (-2.1867, -1.3950, 0.2670)  -0.740
N (1.2419, -0.0082, -0.7384)  -0.637
C (2.1322, -1.0418, -0.8334)  0.530
O (3.0120, -1.0653, -1.6657)  -0.606
H (1.1329, 2.1014, 0.8414)  0.204
H (1.8607, 0.8327, 2.0921)  0.227
H (0.2506, 1.3634, 2.1626)  0.207
H (0.1225, -0.7738, 0.9981)  0.231
H (-1.0477, 1.6528, -0.6040)  0.217
H (-1.4624, 0.7865, 0.9020)  0.220
H (-2.8872, -0.1431, -1.0785)  0.180
H (-1.2562, -0.8194, -1.6067)  0.173
H (-2.7222, -2.0449, -0.1932)  0.469
H (1.4303, 0.8036, -1.2954)  0.397
H (1.9109, -1.9292, -0.2094)  0.116

Output
Max |F|   2.6 eV Å⁻¹
Energy above the lowest of the compared OMol25 structures with the same formula, charge and spin   34.5 kcal/mol
LUMO level   0.810 eV
Frontier orbital gap   10.4 eV
Structure (SMILES)   C[C@@H](CCO)NC=O

---

Record 4
Computed, not measured: C48H40AsIIrO4P2S4Sb as an isolated structure, with ωB97M-V with the def2-TZVPD basis set.

Last column: Löwdin spin population.
Geometry (Å):
Ir (0.3980, 0.1080, 0.9599)  1.260
S (-2.2711, 3.3925, 2.9494)  0.301
Sb (-0.6015, 2.0160, 3.5482)  0.290
S (1.1854, 2.0031, 1.8964)  0.236
S (-1.0618, -0.2034, 2.5768)  0.460
I (5.1947, -1.6127, -1.6181)  0.046
C (4.8991, -3.6284, -1.1548)  0.001
C (4.8831, -4.4870, -2.2201)  0.002
C (4.9114, -5.8784, -2.0254)  0.000
C (5.0318, -6.3737, -0.7623)  0.001
C (5.0403, -5.5088, 0.3547)  0.000
C (5.2218, -6.0567, 1.6475)  0.001
C (5.2223, -5.2595, 2.7497)  0.001
C (4.9292, -3.8949, 2.6002)  0.009
C (4.7315, -3.3199, 1.3689)  0.019
P (4.0269, -1.6442, 1.4192)  0.430
C (3.0461, -1.5815, 2.9430)  0.035
C (2.0697, -2.5555, 3.1749)  0.031
C (1.3683, -2.5682, 4.3654)  0.002
C (1.6114, -1.6026, 5.3343)  0.031
C (2.5679, -0.6253, 5.1060)  -0.002
C (3.2880, -0.6164, 3.9195)  0.029
C (5.4062, -0.4845, 1.7230)  0.092
C (5.1150, 0.8782, 1.7117)  0.023
C (6.1261, 1.8093, 1.8556)  -0.002
C (7.4400, 1.3887, 1.9876)  0.021
C (7.7369, 0.0352, 1.9743)  0.003
C (6.7270, -0.9001, 1.8360)  0.031
C (4.8834, -4.1063, 0.1871)  0.001
H (4.8858, -4.0915, -3.2252)  0.001
H (4.8868, -6.5356, -2.8797)  0.000
H (5.1198, -7.4373, -0.5879)  0.000
H (5.3684, -7.1234, 1.7355)  0.000
H (5.3755, -5.6700, 3.7365)  0.000
H (4.8032, -3.2985, 3.4931)  0.001
H (1.8606, -3.3000, 2.4217)  0.001
H (0.6158, -3.3258, 4.5296)  -0.001
H (1.0542, -1.6109, 6.2598)  0.002
H (2.7672, 0.1325, 5.8545)  -0.001
H (4.0456, 0.1422, 3.7735)  0.002
H (4.0966, 1.2100, 1.5925)  0.002
H (5.8879, 2.8642, 1.8519)  -0.001
H (8.2322, 2.1148, 2.0938)  0.001
H (8.7595, -0.2955, 2.0633)  0.000
H (6.9717, -1.9534, 1.8159)  0.002
C (-1.6801, 2.6829, -1.0855)  0.027
C (-2.6065, 2.8471, -2.2682)  0.009
As (-3.7947, 4.4371, -2.2743)  0.005
C (-5.3666, 3.5475, -3.0231)  0.001
C (-5.7950, 2.2804, -2.6390)  0.000
C (-6.9167, 1.7121, -3.2137)  0.000
C (-7.6251, 2.4000, -4.1865)  0.000
C (-7.2081, 3.6590, -4.5796)  0.000
C (-6.0838, 4.2287, -3.9988)  0.000
C (-4.2687, 4.4945, -0.3786)  0.000
C (-5.4894, 4.0839, 0.1405)  0.006
C (-5.7718, 4.2542, 1.4855)  -0.001
C (-4.8372, 4.8282, 2.3308)  0.011
C (-3.6168, 5.2402, 1.8244)  0.014
C (-3.3410, 5.0832, 0.4787)  0.017
P (-1.2780, 0.9139, -0.8017)  0.162
C (-2.8482, 0.1317, -0.3423)  0.018
C (-3.0065, -1.2393, -0.5300)  0.007
C (-4.1415, -1.8799, -0.0691)  0.000
C (-5.1219, -1.1664, 0.6047)  0.009
C (-4.9570, 0.1917, 0.8236)  0.001
C (-3.8262, 0.8403, 0.3585)  0.013
C (-0.8470, 0.3198, -2.4585)  0.018
C (-1.6865, -0.4379, -3.2683)  0.009
C (-1.3011, -0.7607, -4.5579)  0.000
C (-0.0835, -0.3239, -5.0518)  0.006
C (0.7557, 0.4373, -4.2517)  -0.001
C (0.3792, 0.7536, -2.9596)  0.007
H (-2.0950, 3.0833, -0.1541)  0.003
H (-0.7300, 3.2067, -1.2319)  0.000
H (-3.2552, 1.9763, -2.3825)  0.001
H (-2.0231, 2.9162, -3.1923)  0.000
H (-5.2628, 1.7310, -1.8728)  0.000
H (-7.2402, 0.7302, -2.8982)  0.000
H (-8.5007, 1.9537, -4.6359)  0.000
H (-7.7530, 4.1987, -5.3400)  0.000
H (-5.7609, 5.2165, -4.3111)  0.000
H (-6.2358, 3.6340, -0.5041)  0.000
H (-6.7279, 3.9367, 1.8730)  0.000
H (-5.0554, 4.9519, 3.3777)  0.000
H (-2.8808, 5.6824, 2.4750)  0.001
H (-2.3870, 5.4298, 0.0909)  0.000
H (-2.2284, -1.8107, -1.0203)  0.000
H (-4.2536, -2.9416, -0.2269)  0.000
H (-6.0038, -1.6714, 0.9709)  0.001
H (-5.7032, 0.7544, 1.3622)  0.000
H (-3.7224, 1.8949, 0.5660)  0.003
H (-2.6486, -0.7736, -2.9004)  0.001
H (-1.9598, -1.3528, -5.1789)  0.000
H (0.2140, -0.5791, -6.0577)  0.000
H (1.7114, 0.7702, -4.6259)  0.000
H (1.0544, 1.3180, -2.3307)  0.000
O (1.7946, -2.2094, -1.9618)  0.006
S (1.5987, -1.7057, -0.6468)  0.027
O (2.4465, -2.4372, 0.3465)  0.183
O (1.9284, -0.2318, -0.4857)  0.058
O (0.1859, -1.7755, -0.1506)  0.016

Output
Max |F|   1.3 eV Å⁻¹
Energy above the lowest of the compared OMol25 structures with the same formula, charge and spin   14.8 kcal/mol
LUMO level (alpha / beta)   -0.097 / -2.209 eV
Frontier orbital gap (alpha / beta)   6.7 / 5.6 eV
2S+1   5